No. 1
{"formula": "C5H12O2", "method": "ωB97M-V/def2-TZVPD", "orbital_gap_ha": 0.313, "total_energy_ev": -9470.468, "homo_energy_ev": -7.79, "relative_energy_kcal_mol": 107.6, "lumo_energy_ev": 0.723, "total_charge": 0, "symbols": ["C", "O", "C", "C", "C", "C", "O", "H", "H", "H", "H", "H", "H", "H", "H", "H", "H", "H", "H"], "coordinates": [[-2.196886, -0.504595, 1.458732], [-0.579551, -0.353715, 0.942411], [-0.215597, 0.480663, -0.204715], [-0.378117, 1.948491, 0.146147], [1.189661, 0.111678, -0.661816], [1.371965, -1.370579, -0.993185], [1.415287, -2.193414, 0.149203], [-2.619182, 0.329711, 0.859165], [-0.190004, -0.003732, 1.757288], [-2.418673, -1.396862, 0.841946], [-0.953985, 0.175546, -0.953924], [0.356051, 2.247869, 0.904546], [-1.382370, 2.152024, 0.527986], [-0.210955, 2.567614, -0.740728], [1.917080, 0.391986, 0.112242], [1.417396, 0.717482, -1.549157], [0.582179, -1.689888, -1.694427], [2.330716, -1.509754, -1.501854], [0.564987, -2.100516, 0.600137]], "atomic_forces_ev_per_a": [[0.05, 0.03, -0.48], [-0.07, 0.09, 0.31], [-0.05, 0.08, -0.17], [-0.01, 0.02, 0.01], [0.02, 0.01, 0.06], [0.06, 0.22, -0.34], [-0.21, -0.08, 0.16], [0.05, -0.14, 0.19], [-0.02, -0.05, -0.12], [0.01, 0.12, 0.16], [0.11, 0.05, 0.07], [-0.09, -0.06, -0.09], [0.15, -0.03, -0.06], [-0.02, -0.10, 0.11], [-0.09, -0.01, -0.08], [-0.05, -0.10, 0.11], [0.11, 0.01, 0.13], [-0.13, 0.02, 0.05], [0.18, -0.09, -0.01]], "nbo_charge": [-0.5224, -0.5859, 0.1000, -0.6450, -0.4558, -0.0601, -0.7172, 0.1031, 0.5264, 0.1209, 0.2017, 0.2093, 0.2374, 0.2282, 0.2115, 0.2238, 0.1574, 0.1866, 0.4801]}

No. 2
{"formula": "C2Br2N2O2", "method": "ωB97M-V/def2-TZVPD", "orbital_gap_ha": [0.263, 0.263], "total_energy_ev": -149228.312, "homo_energy_ev": [-10.09, -10.09], "relative_energy_kcal_mol": 27.2, "lumo_energy_ev": [-2.937, -2.927], "total_charge": 0, "symbols": ["C", "C", "N", "N", "O", "O", "Br", "Br"], "coordinates": [[-2.517820, -0.028282, 0.279179], [1.537449, -0.303603, 0.533723], [-1.609651, -0.108492, 0.991700], [1.074267, -0.242210, -0.656499], [0.245744, 0.278998, -1.372724], [1.933503, -0.796537, 1.450235], [3.334334, 1.099221, -0.433343], [-3.997829, 0.100903, -0.792272]], "atomic_forces_ev_per_a": [[-0.15, 0.01, 0.13], [-0.15, 3.51, -2.34], [-0.71, 0.04, -0.72], [-0.63, -0.23, -3.51], [0.79, -0.24, 1.67], [0.90, -2.55, 4.09], [-0.98, -0.47, 0.06], [0.93, -0.07, 0.62]], "nbo_charge": [0.1303, 0.7868, -0.3533, 0.0567, -0.1931, -0.3676, -0.2835, 0.2238]}

No. 3
{"formula": "C25H28BrN4O3Pd", "method": "ωB97M-V/def2-TZVPD", "orbital_gap_ha": [0.152, 0.152], "total_energy_ev": -111977.764, "homo_energy_ev": [-16.85, -16.85], "relative_energy_kcal_mol": 0.0, "lumo_energy_ev": [-12.699, -12.698], "total_charge": 3, "symbols": ["Pd", "Br", "C", "C", "C", "C", "O", "C", "C", "N", "C", "C", "C", "C", "C", "C", "C", "C", "N", "C", "C", "H", "H", "H", "H", "H", "H", "H", "H", "H", "H", "O", "C", "C", "C", "C", "C", "C", "N", "H", "H", "H", "H", "H", "H", "H", "H", "H", "H", "H", "C", "N", "C", "C", "O", "H", "H", "H", "H", "H", "H", "H"], "coordinates": [[0.929791, -0.335466, -0.510147], [4.612826, 0.902501, -6.859856], [3.922815, 0.878925, -5.200996], [4.606946, 1.582509, -4.147039], [4.090262, 1.555419, -2.912537], [2.840057, 0.818868, -2.607044], [2.437143, 0.850208, -1.458328], [2.146438, 0.096648, -3.732135], [0.903951, -0.654845, -3.571592], [0.303602, -0.797106, -2.452976], [-0.920931, -1.509332, -2.343978], [-1.788889, -1.780997, -3.373038], [-2.949228, -2.539156, -3.128949], [-3.215502, -3.029088, -1.878573], [-2.350884, -2.746914, -0.790216], [-2.552115, -3.223673, 0.527576], [-1.655436, -2.906514, 1.510742], [-0.569199, -2.072321, 1.208409], [-0.381335, -1.606952, -0.010746], [-1.225535, -1.950850, -1.033462], [2.704248, 0.157622, -4.965815], [5.519220, 2.114726, -4.383538], [4.546978, 2.066058, -2.073467], [0.501972, -1.100892, -4.479156], [-1.608678, -1.401954, -4.370968], [-3.628906, -2.738622, -3.945401], [-4.097217, -3.632586, -1.703809], [-3.410489, -3.847984, 0.742840], [-1.764148, -3.275437, 2.520374], [0.166515, -1.783094, 1.946259], [2.246604, -0.337834, -5.813291], [-0.410185, 1.470813, -0.066822], [-1.242595, 1.872554, 0.781758], [-1.216587, 1.357786, 2.203076], [-2.563181, 0.975389, 2.862216], [-3.734233, 0.880446, 1.884741], [-4.293233, 2.261940, 1.528490], [-3.188973, 3.293639, 1.330798], [-2.133488, 2.792951, 0.445936], [-0.691330, 2.113244, 2.796387], [-0.551044, 0.495587, 2.169514], [-2.810649, 1.695209, 3.643421], [-2.423933, 0.024384, 3.378096], [-4.529441, 0.273178, 2.316973], [-3.415809, 0.356988, 0.973855], [-4.939146, 2.617477, 2.333754], [-4.914760, 2.200260, 0.633869], [-2.734051, 3.578345, 2.280025], [-3.574996, 4.210352, 0.891212], [-2.093798, 3.116731, -0.509393], [4.707236, -0.072119, 3.568379], [3.407032, -0.300573, 2.932881], [2.229714, -0.125676, 3.774838], [3.315812, -0.710856, 1.691294], [2.250330, -1.032132, 1.108216], [4.765895, -0.659579, 4.482976], [4.818919, 0.983535, 3.810022], [5.505283, -0.384658, 2.899990], [2.071092, -1.012980, 4.388981], [1.360081, 0.055498, 3.149737], [2.390857, 0.730185, 4.426774], [4.278306, -0.809787, 1.178866]], "atomic_forces_ev_per_a": [[1.60, 0.20, -0.89], [0.01, 0.00, -0.02], [-0.18, -0.10, 0.08], [0.04, 0.02, -0.03], [-0.04, 0.06, 0.03], [-0.06, 0.09, -0.19], [-0.07, -0.23, 0.38], [-0.17, -0.17, 0.12], [0.29, 0.36, -0.08], [-0.57, -0.31, 0.37], [0.23, 0.13, 0.10], [-0.15, -0.11, -0.07], [0.07, 0.07, -0.11], [0.00, -0.02, 0.08], [-0.01, -0.01, -0.03], [0.00, -0.01, -0.02], [0.04, 0.02, 0.02], [-0.09, -0.08, -0.07], [-0.70, -0.50, 0.29], [0.08, 0.03, 0.06], [0.19, 0.10, -0.16], [0.00, 0.01, 0.05], [0.02, 0.01, -0.03], [0.00, 0.01, 0.02], [-0.04, -0.02, 0.00], [0.00, 0.00, 0.00], [0.00, 0.00, 0.00], [0.00, 0.00, 0.00], [-0.02, 0.00, 0.00], [0.00, 0.02, 0.01], [-0.03, -0.01, 0.03], [-0.14, 0.17, 0.07], [0.04, 0.02, -0.07], [0.07, 0.00, 0.00], [0.01, 0.00, 0.02], [-0.02, 0.00, -0.02], [-0.02, 0.01, 0.03], [0.04, 0.04, -0.03], [-0.01, 0.01, 0.02], [-0.04, 0.02, 0.00], [0.00, -0.01, 0.00], [0.00, -0.01, 0.01], [-0.02, -0.02, -0.03], [-0.01, 0.01, 0.00], [0.01, 0.00, 0.01], [0.01, 0.00, 0.00], [0.00, -0.01, 0.00], [-0.01, -0.02, 0.01], [-0.02, -0.01, 0.00], [-0.02, 0.00, 0.00], [-0.03, -0.04, -0.02], [-0.02, -0.04, -0.03], [0.01, 0.01, -0.03], [0.18, -0.04, -0.04], [-0.48, 0.32, 0.13], [0.01, 0.00, 0.00], [0.00, 0.00, 0.02], [0.01, 0.03, 0.00], [0.00, 0.01, 0.00], [0.01, -0.01, 0.02], [-0.01, 0.00, 0.01], [-0.02, 0.04, -0.03]], "nbo_charge": [1.1524, 0.5138, 0.0712, -0.2225, -0.1171, 0.5359, -0.4488, -0.0287, 0.1159, -0.3659, 0.0341, -0.1218, -0.1890, -0.0870, -0.1081, -0.0456, -0.2479, 0.1174, -0.3733, 0.2381, -0.2148, 0.2882, 0.2795, 0.2230, 0.2372, 0.2642, 0.2583, 0.2601, 0.2686, 0.2553, 0.2726, -0.7773, 0.7091, -0.5001, -0.4110, -0.4044, -0.4136, -0.2314, -0.5601, 0.2569, 0.2018, 0.2278, 0.2203, 0.2404, 0.1784, 0.2369, 0.2225, 0.2093, 0.2422, 0.4183, -0.4117, -0.3392, -0.4278, 0.5565, -0.7772, 0.2353, 0.2271, 0.2250, 0.2312, 0.2103, 0.2377, 0.1511]}

No. 4
{"formula": "H2N3O2S", "method": "ωB97M-V/def2-TZVPD", "orbital_gap_ha": [0.302, 0.302], "total_energy_ev": -19430.156, "homo_energy_ev": [-4.28, -4.28], "relative_energy_kcal_mol": 26.5, "lumo_energy_ev": [3.946, 3.945], "total_charge": -1, "symbols": ["N", "N", "N", "O", "O", "S", "H", "H"], "coordinates": [[0.511726, -1.295911, -0.916024], [-0.292186, 0.557654, 0.684743], [-1.230357, 1.411853, 0.514205], [-1.267995, 2.382643, 1.305391], [-0.076485, -2.359387, -1.055318], [1.930811, -1.036911, -1.982386], [0.079989, -0.261417, -0.005939], [0.344497, 0.601476, 1.455328]], "atomic_forces_ev_per_a": [[2.11, -1.69, -2.53], [0.68, -1.30, -0.37], [0.06, 1.09, 0.23], [0.05, -1.11, -0.38], [0.04, 0.97, 0.53], [-1.68, 0.00, 1.47], [-1.44, 0.95, 0.02], [0.18, 1.09, 1.03]], "nbo_charge": [-0.0666, -0.5854, 0.2009, -0.5210, -0.3846, -0.3590, 0.3893, 0.3264]}

No. 5
{"formula": "C18H22N8O3", "method": "ωB97M-V/def2-TZVPD", "smiles": "C[C@@](CO)(CNC(=O)c1cn2cnnc2cn1)NC(=O)Cc1cncn1C1CC1", "orbital_gap_ha": 0.311, "total_energy_ev": -37086.256, "homo_energy_ev": -8.81, "relative_energy_kcal_mol": 10.8, "lumo_energy_ev": -0.349, "total_charge": 0, "symbols": ["C", "C", "C", "O", "C", "N", "C", "O", "C", "C", "N", "C", "N", "N", "C", "C", "N", "N", "C", "O", "C", "C", "C", "N", "C", "N", "C", "C", "C", "H", "H", "H", "H", "H", "H", "H", "H", "H", "H", "H", "H", "H", "H", "H", "H", "H", "H", "H", "H", "H", "H"], "coordinates": [[3.541453, 0.705941, 1.221425], [2.277615, 1.361597, 1.771040], [2.660678, 2.213910, 2.999109], [3.062121, 1.435961, 4.096534], [1.628130, 2.338105, 0.784396], [1.070734, 1.840687, -0.475474], [0.824345, 0.620438, -0.967252], [1.148721, -0.471404, -0.502088], [0.026522, 0.660346, -2.241937], [-0.277658, -0.511807, -2.831496], [-1.080072, -0.467853, -3.943525], [-1.601991, -1.401689, -4.786745], [-2.329116, -0.814887, -5.702220], [-2.303792, 0.525831, -5.491281], [-1.552909, 0.729822, -4.433680], [-1.157809, 1.920321, -3.754848], [-0.396245, 1.883548, -2.713147], [1.318417, 0.307244, 2.104179], [0.324290, 0.334001, 3.014105], [0.259938, 1.086128, 3.977813], [-0.752005, -0.713730, 2.743410], [-1.543171, -0.353314, 1.524708], [-1.931547, 0.854545, 1.019183], [-2.668850, 0.690489, -0.129761], [-2.725787, -0.601395, -0.314170], [-2.048894, -1.289825, 0.646283], [-1.892933, -2.710542, 0.737188], [-1.702932, -3.485749, -0.529326], [-0.548778, -3.296428, 0.413224], [4.228525, 1.474116, 0.861560], [4.028337, 0.157482, 2.027473], [3.318193, 0.021747, 0.405910], [3.511324, 2.834749, 2.707837], [1.831553, 2.871187, 3.269601], [2.238459, 1.160745, 4.525965], [0.808375, 2.829508, 1.317925], [2.359204, 3.111040, 0.533346], [0.664730, 2.563472, -1.058141], [0.066314, -1.465336, -2.461911], [-1.425949, -2.459729, -4.695160], [-1.505858, 2.876535, -4.126176], [1.195231, -0.330640, 1.324141], [-0.269485, -1.683142, 2.600704], [-1.382491, -0.779724, 3.629938], [-1.734747, 1.832233, 1.430772], [-3.239020, -1.105094, -1.118610], [-2.472456, -3.175604, 1.524321], [-2.170681, -4.457161, -0.590872], [-1.686121, -2.927810, -1.454465], [0.221311, -2.597116, 0.113565], [-0.213223, -4.141743, 0.996633]], "atomic_forces_ev_per_a": [[-0.02, 0.02, 0.03], [-0.03, 0.01, -0.02], [0.00, 0.00, -0.03], [-0.03, 0.01, 0.02], [-0.08, 0.02, 0.08], [0.14, -0.06, -0.08], [-0.09, 0.12, 0.03], [0.08, -0.02, -0.05], [0.02, 0.00, 0.00], [-0.02, -0.03, 0.01], [0.04, -0.01, -0.02], [-0.01, -0.02, 0.01], [0.01, 0.01, -0.01], [0.00, -0.01, 0.00], [-0.01, 0.03, 0.02], [-0.02, -0.01, -0.01], [0.00, 0.00, 0.03], [0.10, -0.01, 0.03], [0.01, -0.09, 0.03], [0.00, 0.04, -0.03], [0.01, 0.02, 0.01], [0.01, -0.03, -0.03], [-0.06, 0.02, 0.00], [0.02, 0.01, 0.00], [0.05, 0.00, -0.01], [-0.05, 0.03, 0.03], [0.03, -0.02, 0.00], [0.00, -0.02, 0.01], [0.05, -0.01, 0.01], [0.00, -0.01, -0.01], [0.00, -0.01, -0.01], [-0.01, -0.02, -0.02], [0.00, 0.00, 0.01], [0.01, 0.00, 0.01], [0.01, -0.01, 0.00], [0.00, 0.01, -0.02], [0.00, -0.01, -0.01], [-0.03, 0.00, 0.01], [-0.01, -0.01, 0.00], [0.00, 0.00, 0.00], [0.01, 0.00, 0.00], [-0.03, 0.00, 0.01], [-0.03, -0.01, -0.01], [0.00, 0.02, 0.00], [0.01, 0.00, 0.01], [0.00, 0.00, 0.00], [-0.01, 0.00, 0.00], [-0.01, 0.00, -0.01], [-0.01, 0.00, -0.01], [-0.03, 0.01, 0.01], [-0.02, -0.02, 0.00]], "nbo_charge": [-0.6246, 0.0819, -0.0510, -0.7238, -0.2135, -0.5847, 0.6745, -0.6901, 0.0268, 0.0289, -0.3257, 0.1241, -0.2324, -0.2522, 0.2290, 0.1084, -0.4175, -0.6456, 0.7067, -0.6598, -0.5257, 0.1116, -0.1018, -0.4639, 0.1646, -0.3479, -0.0605, -0.4149, -0.4328, 0.2075, 0.2370, 0.2287, 0.1759, 0.1833, 0.4919, 0.2073, 0.2086, 0.4308, 0.2483, 0.2146, 0.2189, 0.4354, 0.2368, 0.2473, 0.2102, 0.1976, 0.2184, 0.2281, 0.2114, 0.2497, 0.2242]}